Entry P
A structure of composition C6H15NO. Source: the Open Molecules 2025 dataset; level of theory: ωB97M-V with the def2-TZVPD basis set.

Output
Total charge = 0
Gap between HOMO and LUMO = 7.6579 eV

Geometry (Å):
C  -0.4723  0.7983  0.5035
C  0.4992  -1.0915  -1.0733
C  0.0284  1.5104  2.3945
C  0.3969  -0.2875  0.7742
C  -0.8254  -1.5890  -1.5971
C  1.2371  -0.2073  -2.0557
N  -1.8357  0.6123  0.3981
O  1.3995  1.6325  2.7175
H  1.6988  0.7939  3.0897
H  -0.0876  1.6091  -0.1093
H  1.1335  -1.9336  -0.7816
H  -2.3138  1.1059  -0.3405
H  -2.2109  -0.2884  0.6596
H  -0.3445  2.5210  2.2218
H  -0.5325  1.1213  3.2519
H  1.4510  -0.0607  0.8742
H  -0.0071  -1.1291  1.3284
H  -0.7046  -2.2248  -2.4891
H  1.4894  -0.7364  -2.9881
H  -1.4706  -0.7663  -1.9287
H  -1.3496  -2.2083  -0.8616
H  0.6354  0.6626  -2.3451
H  2.1852  0.1555  -1.6432

Löwdin charges, unit e, in atom order:
1 C -0.34
2 C -0.33
3 C -0.18
4 C -0.08
5 C -0.14
6 C -0.13
7 N 0.06
8 O -0.12
9 H 0.08
10 H 0.13
11 H 0.10
12 H 0.09
13 H 0.09
14 H 0.06
15 H 0.08
16 H 0.09
17 H 0.10
18 H 0.07
19 H 0.08
20 H 0.06
21 H 0.07
22 H 0.07
23 H 0.07



Entry Q
A structure of composition C6H15NO. Source: the Open Molecules 2025 dataset; level of theory: ωB97M-V with the def2-TZVPD basis set.

Output
Total charge = 0
Gap between HOMO and LUMO (alpha / beta) = 7.3350 / 7.2752 eV

Geometry (Å):
C  0.8719  -1.7922  -0.3401
C  1.7243  1.8205  0.6604
C  -0.2081  0.4459  1.5495
C  0.8903  -0.2761  -0.4881
C  0.9615  0.5307  0.6924
O  1.8101  0.0037  -1.5237
H  1.8312  0.9515  -1.6904
H  0.5824  -2.2469  -1.2885
H  0.1519  -2.1032  0.4149
H  1.8686  -2.1499  -0.0785
H  1.3168  2.5283  -0.0812
H  2.7733  1.6525  0.4033
H  1.6747  2.3335  1.6221
H  -0.5098  -0.5686  1.8312
H  -0.1561  1.0621  2.4448
H  -1.0847  0.7074  0.8326
C  -2.0430  0.1215  -0.9086
N  -2.6321  -1.0821  -0.4348
H  -2.6983  -1.1277  0.5738
H  -2.1481  -1.9099  -0.7574
H  -2.6105  0.9953  -0.6009
H  -1.9765  0.1236  -1.9923
H  -0.3895  -0.0197  -0.8405

Löwdin charges, unit e, in atom order:
1 C -0.03
2 C -0.06
3 C -0.08
4 C -0.44
5 C -0.30
6 O -0.01
7 H 0.08
8 H 0.08
9 H 0.07
10 H 0.09
11 H 0.09
12 H 0.08
13 H 0.08
14 H 0.07
15 H 0.08
16 H 0.07
17 C -0.20
18 N -0.05
19 H 0.06
20 H 0.06
21 H 0.06
22 H 0.06
23 H 0.14



Most stable: entry P (next structure +1.7 kcal/mol)



Entry P
A cluster of 2 separate species, C5H8ClN in total. Source: the Open Molecules 2025 dataset; level of theory: ωB97M-V with the def2-TZVPD basis set.

Output
SMILES string = CC(Cl)=C=N.C=C
Total charge = 0
Gap between HOMO and LUMO = 9.2256 eV

Geometry (Å):
C  1.8823  0.5200  2.1389
C  1.8751  0.6339  0.6519
Cl  2.1622  2.1735  -0.0575
C  1.9201  -0.2977  -0.2932
N  1.6151  -0.8726  -1.3273
H  2.3683  1.4380  2.5348
H  0.8904  0.6795  2.5494
H  2.4054  -0.3335  2.4559
H  0.6687  -0.8964  -1.4976
C  -1.3783  -0.7298  -0.6838
C  -1.4837  0.3692  -1.3728
H  -1.4012  -0.7959  0.3912
H  -1.1268  -1.7204  -1.2094
H  -1.5548  0.4734  -2.3981
H  -1.7149  1.2586  -0.8671

Löwdin charges, unit e, in atom order:
1 C -0.11
2 C -0.74
3 Cl 0.66
4 C -0.22
5 N 0.16
6 H 0.07
7 H 0.07
8 H 0.06
9 H -0.03
10 C -0.09
11 C -0.06
12 H 0.06
13 H 0.09
14 H 0.04
15 H 0.04



Entry Q
The molecule C5H8ClN. Source: the Open Molecules 2025 dataset; level of theory: ωB97M-V with the def2-TZVPD basis set.

Output
SMILES string = CC[C@](C)(Cl)C#N
Total charge = 0
Gap between HOMO and LUMO = 11.9833 eV

Geometry (Å):
C  -0.1472  1.6451  -0.8868
C  0.6695  0.4111  -0.5217
C  -0.2580  -0.6286  0.1692
C  0.5663  -1.7647  0.6852
Cl  -1.6399  -1.0014  -0.9643
C  -1.0361  -0.0448  1.3268
N  -1.6250  0.4799  2.1431
H  -1.0597  1.4381  -1.4860
H  0.3417  2.4686  -1.5834
H  -0.3364  2.3254  -0.0504
H  1.3655  0.6998  0.1289
H  1.0696  0.0238  -1.3733
H  0.8983  -2.3119  -0.0831
H  1.3053  -1.3363  1.2117
H  -0.1139  -2.4042  1.2840

Löwdin charges, unit e, in atom order:
1 C -0.14
2 C -0.23
3 C -0.77
4 C -0.06
5 Cl 0.68
6 C -0.27
7 N 0.18
8 H 0.05
9 H 0.11
10 H 0.07
11 H 0.08
12 H 0.09
13 H 0.05
14 H 0.06
15 H 0.12



Most stable: entry Q (next structure +44.6 kcal/mol)



Entry P
A cluster of 2 separate species, C5H8ClN in total. Source: the Open Molecules 2025 dataset; level of theory: ωB97M-V with the def2-TZVPD basis set.

Output
Total charge = 0
Gap between HOMO and LUMO (alpha / beta) = 8.0537 / 6.9435 eV

Geometry (Å):
C  -0.0944  -1.5564  -1.5060
C  0.8992  -0.8699  -1.1721
C  -0.9734  0.6249  1.0732
C  2.1942  -0.4565  -1.2513
C  -1.5079  1.6677  1.9101
N  0.0622  0.7277  0.4071
Cl  -1.9293  -0.9370  1.2465
H  -1.1074  -1.2156  -1.3209
H  -0.0899  -2.6073  -1.8360
H  2.7173  -1.0016  -0.6126
H  2.4112  -0.7125  -2.2291
H  2.3038  0.6141  -1.2031
H  -2.5629  2.0172  1.6956
H  -1.4781  1.2396  2.9667
H  -0.8446  2.4655  1.8318

Löwdin charges, unit e, in atom order:
1 C 0.00
2 C -0.12
3 C -0.89
4 C -0.07
5 C -0.16
6 N 0.10
7 Cl 0.49
8 H 0.04
9 H 0.10
10 H 0.06
11 H 0.09
12 H 0.11
13 H 0.10
14 H 0.10
15 H 0.04



Entry Q
A cluster of 3 separate species, C5H8ClN in total. Source: the Open Molecules 2025 dataset; level of theory: ωB97M-V with the def2-TZVPD basis set.

Output
SMILES string = C=C=C.CC#N.Cl
Total charge = 0
Gap between HOMO and LUMO = 9.6765 eV

Geometry (Å):
C  1.2363  1.0599  1.9361
C  0.5805  1.8291  1.1863
C  -0.1107  2.8557  0.6642
H  1.2513  1.1502  3.0165
H  1.9213  0.3852  1.3957
H  0.6370  3.6985  0.3165
H  -1.1050  2.8701  0.2279
C  -0.3448  -1.7033  -2.9929
C  -0.1026  -1.1827  -1.6357
N  0.1360  -0.6071  -0.6517
H  0.3231  -2.5376  -3.4989
H  -1.3715  -2.0478  -2.9425
H  -0.2869  -0.7093  -3.4260
Cl  -1.5284  -1.1552  1.5892
H  -0.6977  -0.6710  0.5897

Löwdin charges, unit e, in atom order:
1 C -0.06
2 C -0.27
3 C -0.01
4 H 0.08
5 H 0.07
6 H 0.09
7 H 0.04
8 C -0.04
9 C -0.18
10 N 0.12
11 H 0.14
12 H 0.08
13 H 0.08
14 Cl 0.15
15 H -0.28



Most stable: entry Q (next structure +41.5 kcal/mol)



Entry P
A cluster of 2 separate species, C6H17NOP in total. Source: the Open Molecules 2025 dataset; level of theory: ωB97M-V with the def2-TZVPD basis set.

Output
Total charge = +1
Gap between HOMO and LUMO = 8.4381 eV

Geometry (Å):
C  -0.3189  1.8487  1.9038
C  -1.2895  1.6125  -0.5748
C  0.9835  1.4224  -1.4173
C  2.4146  -2.5692  0.4878
C  0.1799  -3.3316  -1.1306
C  0.6152  1.5256  0.8614
N  0.1579  1.6636  -0.3330
O  -0.1612  -2.2143  1.4003
P  0.7067  -1.7916  0.0605
H  0.2206  2.1391  2.7965
H  -0.8746  0.9249  2.0973
H  -1.0675  2.5917  1.5823
H  -1.4340  0.7848  -1.1938
H  -1.8144  1.4813  0.3271
H  -1.6258  2.4983  -1.1979
H  1.2745  0.3433  -1.4086
H  0.5566  1.8460  -2.2832
H  1.8671  1.9853  -1.3150
H  2.4438  -3.5623  0.2961
H  3.2408  -1.9562  0.0907
H  2.6752  -2.4478  1.5903
H  -0.8520  -3.4756  -1.1912
H  0.7082  -3.1003  -2.0775
H  0.8409  -4.1918  -0.7408
H  1.7075  1.3503  1.0148
H  -0.5133  -3.1758  1.2572

Löwdin charges, unit e, in atom order:
1 C -0.03
2 C 0.03
3 C -0.06
4 C -0.25
5 C -0.21
6 C -0.08
7 N -0.19
8 O -0.40
9 P 0.85
10 H 0.11
11 H 0.12
12 H 0.11
13 H 0.09
14 H 0.07
15 H 0.15
16 H 0.07
17 H 0.10
18 H 0.10
19 H -0.03
20 H 0.03
21 H 0.07
22 H 0.00
23 H 0.03
24 H 0.06
25 H 0.18
26 H 0.11



Entry Q
A cluster of 2 separate species, C6H17NOP in total. Source: the Open Molecules 2025 dataset; level of theory: ωB97M-V with the def2-TZVPD basis set.

Output
Total charge = +1
Gap between HOMO and LUMO = 7.4250 eV

Geometry (Å):
C  2.7829  -1.2909  0.0728
C  0.3375  1.7831  -0.9744
C  -0.1712  2.1584  1.5005
C  1.3820  -1.3751  -0.4730
C  -2.2355  -1.0678  -0.8666
C  0.2439  1.2689  0.3736
N  -2.2838  0.0346  0.1123
O  -1.2472  -2.0135  -0.4566
P  0.2960  -0.4052  0.7058
H  3.4033  -0.3089  0.1617
H  2.5820  -1.5835  1.1639
H  3.4766  -2.0283  -0.3995
H  -0.3927  2.6509  -1.1363
H  1.1552  2.3350  -1.1941
H  0.2454  1.0433  -1.7958
H  -1.2193  2.4984  1.2969
H  0.5713  2.9977  1.4873
H  -0.0855  1.6185  2.5493
H  1.1537  -2.4119  -0.4118
H  1.1564  -1.0785  -1.4894
H  -2.0071  -0.4379  -1.7135
H  -3.2337  -1.5143  -1.0929
H  -2.9882  0.7814  -0.1757
H  -2.3444  -0.4122  0.9923
H  -1.6938  -2.8507  -0.2061
H  1.1162  -0.3915  1.9695

Löwdin charges, unit e, in atom order:
1 C -0.19
2 C -0.08
3 C -0.10
4 C -0.39
5 C -0.31
6 C -0.51
7 N -0.07
8 O -0.15
9 P 1.11
10 H 0.11
11 H 0.07
12 H 0.09
13 H 0.14
14 H 0.06
15 H 0.10
16 H 0.10
17 H 0.11
18 H 0.12
19 H 0.07
20 H 0.08
21 H 0.11
22 H 0.13
23 H 0.14
24 H 0.05
25 H 0.13
26 H 0.07



Most stable: entry P (next structure +50.4 kcal/mol)



Entry P
A cluster of 2 separate species, C2H4O2S in total. Source: the Open Molecules 2025 dataset; level of theory: ωB97M-V with the def2-TZVPD basis set.

Output
Total charge = 0
Gap between HOMO and LUMO = 9.3828 eV

Geometry (Å):
C  -0.0647  -1.5876  1.5761
C  -0.7948  0.3682  0.8325
O  -0.1756  -3.9906  0.7017
O  0.2247  0.8735  0.1061
S  -0.5464  -2.5523  0.3927
H  0.5544  -1.6700  2.4456
H  -0.9128  0.7927  1.9544
H  -1.6673  0.0791  0.3156
H  -0.0174  1.0462  -0.8221

Löwdin charges, unit e, in atom order:
1 C -0.30
2 C -0.15
3 O -0.62
4 O -0.06
5 S 0.81
6 H 0.01
7 H 0.13
8 H 0.05
9 H 0.12



Entry Q
A cluster of 2 separate species, C2H4O2S in total. Source: the Open Molecules 2025 dataset; level of theory: ωB97M-V with the def2-TZVPD basis set.

Output
Total charge = 0
Gap between HOMO and LUMO (alpha / beta) = 5.9008 / 9.0329 eV

Geometry (Å):
C  -1.0635  -0.7298  0.0157
C  0.2945  -1.0760  -0.1795
O  0.8571  1.6903  0.0104
O  -0.4800  1.7804  -0.2630
S  -2.5842  -0.7957  0.2515
H  0.8291  -0.1095  -0.1949
H  0.6401  -1.8283  -1.0227
H  0.6584  -1.3840  0.7796
H  0.8484  2.4526  0.6028

Löwdin charges, unit e, in atom order:
1 C -0.67
2 C -0.16
3 O -0.16
4 O -0.21
5 S 0.82
6 H 0.05
7 H 0.15
8 H 0.09
9 H 0.10



Most stable: entry P (next structure +55.1 kcal/mol)



Entry P
A structure of composition C2H4O2S. Source: the Open Molecules 2025 dataset; level of theory: ωB97M-V with the def2-TZVPD basis set.

Output
Total charge = 0
Gap between HOMO and LUMO (alpha / beta) = 8.3581 / 7.8513 eV

Geometry (Å):
C  0.3741  -0.7046  -0.2865
C  -0.5942  0.5748  1.4241
O  0.1749  -2.4347  -2.1967
O  0.2752  -0.2559  0.8445
S  -0.1862  -2.1862  -0.8217
H  0.9031  1.8020  -0.8096
H  -1.2894  1.0648  0.8166
H  0.8889  1.3245  -1.4229
H  -0.5465  0.8154  2.4522

Löwdin charges, unit e, in atom order:
1 C -0.45
2 C 0.07
3 O -0.60
4 O -0.15
5 S 0.89
6 H 0.06
7 H 0.06
8 H 0.06
9 H 0.07



Entry Q
The molecule C2H4O2S. Source: the Open Molecules 2025 dataset; level of theory: ωB97M-V with the def2-TZVPD basis set.

Output
SMILES string = CC=S(=O)=O
Total charge = 0
Gap between HOMO and LUMO (alpha / beta) = 8.0097 / 8.0483 eV

Geometry (Å):
C  -0.0076  -1.2002  -0.2311
C  -0.6592  0.1194  -0.3343
S  0.2059  1.4000  0.5637
O  -0.1787  2.7727  0.2543
O  1.6193  1.0873  0.7985
H  -0.4288  -1.8339  0.4413
H  1.1771  -0.9464  -0.0327
H  -0.0772  -1.5229  -1.3670
H  -1.6509  0.1240  -0.0927

Löwdin charges, unit e, in atom order:
1 C -0.17
2 C -0.24
3 S 0.83
4 O -0.36
5 O -0.38
6 H 0.03
7 H 0.13
8 H 0.13
9 H 0.03



Entry R
A cluster of 2 separate species, C2H4O2S in total. Source: the Open Molecules 2025 dataset; level of theory: ωB97M-V with the def2-TZVPD basis set.

Output
Total charge = 0
Gap between HOMO and LUMO = 9.5105 eV

Geometry (Å):
C  0.7649  1.0023  -0.8019
C  -1.1307  -0.4829  0.6796
O  0.7052  -2.2361  0.0739
O  1.2412  0.2686  -1.6212
S  0.1983  -1.3549  1.1114
H  -0.1470  1.7058  -1.0063
H  1.3864  1.2644  0.1206
H  -1.2431  0.2354  1.5447
H  -1.7752  -0.4025  -0.1008

Löwdin charges, unit e, in atom order:
1 C -0.24
2 C -0.31
3 O -0.53
4 O -0.02
5 S 0.87
6 H 0.11
7 H 0.09
8 H 0.04
9 H 0.00



Entry S
A cluster of 2 separate species, C2H4O2S in total. Source: the Open Molecules 2025 dataset; level of theory: ωB97M-V with the def2-TZVPD basis set.

Output
Total charge = 0
Gap between HOMO and LUMO = 9.5053 eV

Geometry (Å):
C  -0.0570  0.0431  -2.4785
C  0.8121  -1.2762  1.4711
O  0.2436  0.0897  -1.3303
O  -0.7965  -2.0280  3.2314
S  -0.7023  -1.1701  2.0554
H  -0.3734  -0.8242  -3.1059
H  0.1291  0.9072  -3.3021
H  1.6982  -1.7048  1.9348
H  0.8323  -0.6008  0.6505

Löwdin charges, unit e, in atom order:
1 C -0.15
2 C -0.29
3 O -0.01
4 O -0.59
5 S 0.87
6 H 0.08
7 H 0.11
8 H 0.04
9 H -0.06



Most stable: entry S (next structure +2.3 kcal/mol)



Entry P
The ion CH2NO2S3 with charge -1. Source: the Open Molecules 2025 dataset; level of theory: ωB97M-V with the def2-TZVPD basis set.

Output
SMILES string = N=[S@@H](=O)OC(=S)[S-]
Total charge = -1
Gap between HOMO and LUMO = 7.8400 eV

Geometry (Å):
N  -0.8286  0.4494  1.0046
S  0.1281  1.0166  -0.0250
O  -0.2339  2.3124  -0.5438
O  1.6992  1.0772  0.2975
C  2.5979  0.0245  -0.0211
S  1.7890  -1.4278  -0.2791
S  4.1772  0.5784  0.0507
H  -0.5887  -0.6254  1.2029
H  0.3506  0.2806  -1.1408

Löwdin charges, unit e, in atom order:
1 N -0.27
2 S 0.55
3 O -0.38
4 O -0.46
5 C -1.43
6 S 0.47
7 S 0.47
8 H 0.05
9 H 0.01



Entry Q
The ion CH2NO2S3 with charge -1. Source: the Open Molecules 2025 dataset; level of theory: ωB97M-V with the def2-TZVPD basis set.

Output
SMILES string = N=[S@@H](=O)OC(=S)[S-]
Total charge = -1
Gap between HOMO and LUMO = 7.4563 eV

Geometry (Å):
N  -0.5824  0.4412  0.9547
S  -0.2053  0.9947  -0.3847
O  -0.8447  2.3217  -0.5634
O  1.3330  1.1391  -0.8299
C  2.2585  0.1938  -0.3466
S  1.8144  -1.3647  -0.2949
S  3.6715  0.8866  0.1973
H  -0.0956  -0.4423  1.3727
H  -0.7167  0.4919  -1.5335

Löwdin charges, unit e, in atom order:
1 N -0.25
2 S 0.58
3 O -0.42
4 O -0.42
5 C -1.54
6 S 0.49
7 S 0.46
8 H 0.04
9 H 0.06



Most stable: entry P (next structure +6.2 kcal/mol)



Entry P
A structure of composition C2H2ClNO. Source: the Open Molecules 2025 dataset; level of theory: ωB97M-V with the def2-TZVPD basis set.

Output
Total charge = 0
Gap between HOMO and LUMO (alpha / beta) = 6.7978 / 7.8363 eV

Geometry (Å):
C  0.8816  0.0525  0.6518
C  -0.1664  0.3239  -0.1331
N  -0.3736  -1.0154  -0.4644
O  0.5448  -1.2726  0.5791
Cl  -1.0580  2.7434  -1.6330
H  1.5246  0.4979  1.4377
H  -1.3531  -1.3296  -0.4380

Löwdin charges, unit e, in atom order:
1 C -0.11
2 C -0.09
3 N 0.02
4 O -0.04
5 Cl -0.06
6 H 0.13
7 H 0.15



Entry Q
The molecule C2H2ClNO. Source: the Open Molecules 2025 dataset; level of theory: ωB97M-V with the def2-TZVPD basis set.

Output
SMILES string = C=NC(=O)Cl
Total charge = 0
Gap between HOMO and LUMO = 10.4205 eV

Geometry (Å):
C  -0.6188  -0.7022  0.6473
N  -0.6161  0.4580  0.2245
C  0.3758  0.9552  -0.6767
O  0.2455  1.8190  -1.4392
Cl  1.9285  0.1196  -0.3068
H  -1.4025  -1.1639  1.3512
H  0.0876  -1.4856  0.1998

Löwdin charges, unit e, in atom order:
1 C -0.09
2 N 0.00
3 C -0.83
4 O 0.11
5 Cl 0.62
6 H 0.11
7 H 0.07



Most stable: entry Q (next structure +161.3 kcal/mol)